ORCA calculation (the ωB97M-V functional and the def2-TZVPD basis) on a molecular structure, C32H41As2IrN5S in a non-equilibrium geometry.

The geometry in XYZ format:
```
82
C32H41As2IrN5S the ωB97M-V functional and the def2-TZVPD basis
Ir 0.430 0.136 0.177
C 1.826 1.554 4.123
C 0.910 1.447 2.944
N 0.847 0.371 2.230
N 1.266 -0.753 2.947
C 2.448 -1.216 2.753
N 2.825 -2.353 3.379
S 3.600 -0.485 1.643
C -0.135 2.507 2.809
C -0.235 3.481 3.793
C -1.388 4.233 3.960
C -2.496 3.958 3.180
C -2.346 3.056 2.158
N -1.178 2.415 1.941
H 2.742 1.009 3.920
H 1.379 1.140 5.031
H 2.103 2.587 4.311
H 2.236 -2.730 4.105
H 3.792 -2.624 3.354
H 0.581 3.618 4.480
H -1.425 4.997 4.725
H -3.448 4.446 3.328
H -3.136 2.816 1.463
C -4.606 -0.137 -0.336
C -4.266 0.992 -1.059
C -3.076 1.669 -0.797
C -2.235 1.195 0.197
C -2.571 0.062 0.936
C -3.754 -0.602 0.661
N -0.981 1.899 0.590
C -0.522 3.074 -0.213
C -1.352 4.178 -0.396
C -0.878 5.292 -1.068
C 0.428 5.320 -1.539
C 1.255 4.230 -1.334
C 0.786 3.107 -0.662
H -5.534 -0.654 -0.540
H -4.927 1.367 -1.829
H -2.832 2.552 -1.365
H -1.929 -0.277 1.741
H -4.013 -1.483 1.233
H -2.371 4.188 -0.037
H -1.531 6.142 -1.218
H 0.801 6.200 -2.045
H 2.279 4.250 -1.685
H 1.429 2.253 -0.472
C 1.029 -1.045 -3.360
As -0.190 -0.160 -2.137
C -0.467 1.424 -3.224
C -1.839 -1.137 -2.438
H 0.501 -1.255 -4.289
H 1.404 -1.982 -2.951
H 1.856 -0.373 -3.575
H 0.488 1.930 -3.357
H -1.171 2.114 -2.771
H -0.845 1.110 -4.197
H -2.653 -0.425 -2.535
H -2.053 -1.804 -1.607
H -1.755 -1.709 -3.361
C 3.018 -2.964 -0.154
As 2.344 -1.156 -0.156
C 3.528 -0.284 -1.425
C -0.290 -3.511 0.580
C 0.088 -4.434 -0.414
C 0.712 -5.653 -0.051
C 1.144 -6.546 -1.009
C 0.977 -6.262 -2.363
C 0.351 -5.078 -2.747
C -0.091 -4.184 -1.793
H 2.790 -3.447 -1.106
H 2.549 -3.531 0.644
H 4.092 -2.876 -0.014
H 4.550 -0.322 -1.048
H 3.214 0.749 -1.549
H 3.494 -0.802 -2.379
H -0.808 -2.588 0.355
H -0.127 -3.752 1.623
H 0.837 -5.884 1.001
H 1.612 -7.474 -0.707
H 1.314 -6.966 -3.111
H 0.204 -4.866 -3.799
H -0.604 -3.285 -2.095
```

Spin multiplicity: 2
Frontier orbital gap (alpha / beta), eV: 4.43 / 5.74
Charge: +2
Energy above the lowest of the compared OMol25 structures with the same formula, charge and spin, kcal per mole: 102.0

ORCA calculation (the ωB97M-V functional and the def2-TZVPD basis) on 2 unconnected molecules or ions with the total composition C2H8NO.

The geometry in XYZ format:
```
12
C2H8NO the ωB97M-V functional and the def2-TZVPD basis
C 1.300 -0.266 1.245
O 2.247 0.069 2.208
H 1.604 -1.032 0.519
H 0.415 -0.679 1.740
H 0.961 0.599 0.648
H 3.067 0.253 1.738
C -2.010 0.444 -1.724
N -1.152 -0.095 -0.958
H -2.414 1.427 -1.509
H -2.312 -0.036 -2.648
H -0.866 -1.051 -1.150
H -0.840 0.368 -0.108
```

Frontier orbital gap, eV: 7.96
Charge: +1
Energy above the lowest of the compared OMol25 structures with the same formula, charge and spin, kcal per mole: 47.4

ORCA calculation (the ωB97M-V functional and the def2-TZVPD basis) on a molecular structure, C6H7AlBrN3O3 in a non-equilibrium geometry.

The geometry in XYZ format:
```
21
C6H7AlBrN3O3 the ωB97M-V functional and the def2-TZVPD basis
Al -0.145 -0.015 0.451
O -5.424 2.509 0.067
C -4.300 1.908 -0.120
C -4.091 0.778 -0.948
C -2.859 0.179 -1.006
N -1.793 0.628 -0.293
C -1.986 1.752 0.444
Br -0.339 2.258 1.348
C -3.156 2.421 0.568
H -6.203 2.150 -0.397
H -4.912 0.378 -1.526
H -2.689 -0.689 -1.630
H -3.262 3.312 1.168
N 1.878 -0.404 0.359
N 1.900 -1.143 1.593
C 0.777 -1.873 1.982
O 0.773 -2.717 2.793
O -0.331 -1.401 1.331
H 2.213 -0.986 -0.434
H 2.578 0.356 0.443
H 2.790 -1.523 1.907
```

Frontier orbital gap, eV: 9.43
Charge: +2
Energy above the lowest of the compared OMol25 structures with the same formula, charge and spin, kcal per mole: 7.2

ORCA calculation (the ωB97M-V functional and the def2-TZVPD basis) on 8 unconnected molecules or ions with the total composition C30H83ClN7O4 in a non-equilibrium geometry.

The geometry in XYZ format:
```
125
C30H83ClN7O4 the ωB97M-V functional and the def2-TZVPD basis
N -27.777 25.909 5.330
H -26.887 25.856 5.805
H -28.583 25.757 5.919
H -27.613 25.154 4.679
H -27.828 26.728 4.741
N -26.407 26.769 1.010
H -26.924 27.040 0.186
H -25.593 27.352 1.142
H -26.160 25.789 1.014
H -27.010 26.936 1.803
Cl -27.001 22.781 3.084
O -26.341 23.902 2.363
O -25.973 21.777 3.281
O -27.585 23.191 4.341
O -28.072 22.368 2.262
C -25.725 28.323 6.981
C -24.578 27.248 6.797
N -25.141 25.918 6.507
C -25.133 25.090 7.672
C -23.763 24.735 8.371
C -24.265 25.254 5.463
C -24.231 25.967 4.112
H -26.420 28.002 7.757
H -26.148 28.498 5.992
H -25.459 29.280 7.428
H -23.867 27.435 5.992
H -23.883 27.395 7.623
H -25.939 25.329 8.365
H -25.503 24.094 7.428
H -23.926 24.078 9.225
H -22.992 24.254 7.770
H -23.398 25.649 8.840
H -24.626 24.268 5.172
H -23.283 25.196 5.933
H -23.247 26.410 3.959
H -25.033 26.697 3.998
H -24.209 25.288 3.259
C -35.563 18.909 2.153
C -34.631 19.886 2.872
N -33.812 20.751 2.010
C -32.704 21.240 2.786
C -31.605 21.883 1.871
C -34.554 21.889 1.496
C -34.948 21.696 0.049
H -36.025 18.169 2.806
H -35.049 18.458 1.304
H -36.455 19.477 1.887
H -35.053 20.496 3.670
H -33.929 19.270 3.436
H -33.040 22.065 3.414
H -32.231 20.472 3.398
H -30.881 22.193 2.624
H -31.207 21.218 1.104
H -31.897 22.794 1.349
H -33.977 22.814 1.486
H -35.410 22.180 2.105
H -34.072 21.578 -0.588
H -35.576 22.503 -0.329
H -35.603 20.825 0.020
C -26.046 19.293 -0.563
C -26.868 18.019 -0.047
N -26.831 17.686 1.341
C -25.587 17.418 1.967
C -24.857 16.415 1.136
C -27.603 18.407 2.323
C -29.061 18.640 1.835
H -25.027 18.920 -0.656
H -26.020 20.092 0.178
H -26.470 19.743 -1.461
H -27.878 18.069 -0.455
H -26.625 17.074 -0.533
H -25.689 16.867 2.902
H -24.960 18.304 2.059
H -24.608 16.930 0.209
H -25.435 15.518 0.916
H -23.925 15.945 1.449
H -27.731 17.796 3.217
H -27.222 19.406 2.534
H -29.781 18.825 2.632
H -29.161 19.504 1.178
H -29.493 17.825 1.254
C -21.587 18.766 2.549
C -21.506 18.515 4.035
N -22.218 19.547 4.845
C -21.662 20.903 4.702
C -22.002 21.853 5.837
C -23.658 19.546 5.033
C -24.303 18.172 5.261
H -20.728 19.324 2.173
H -22.487 19.359 2.387
H -21.691 17.973 1.808
H -21.979 17.552 4.230
H -20.463 18.286 4.257
H -20.580 20.810 4.609
H -22.009 21.371 3.781
H -23.019 22.239 5.768
H -21.884 21.480 6.855
H -21.297 22.655 5.619
H -24.047 20.073 4.161
H -23.766 20.110 5.959
H -24.420 17.504 4.408
H -25.302 18.311 5.674
H -23.953 17.541 6.078
C -23.481 23.123 0.398
C -22.777 24.181 -0.481
N -21.846 23.586 -1.555
C -22.400 22.755 -2.673
C -23.098 23.605 -3.738
C -20.843 22.712 -0.904
C -19.952 23.428 0.123
H -24.354 23.670 0.756
H -22.816 22.773 1.188
H -23.812 22.204 -0.084
H -23.581 24.788 -0.896
H -22.133 24.758 0.184
H -21.578 22.212 -3.140
H -23.143 22.028 -2.347
H -22.351 24.342 -4.034
H -23.294 23.041 -4.650
H -24.020 24.048 -3.363
H -20.222 22.193 -1.634
H -21.408 21.978 -0.330
H -20.489 23.833 0.981
H -19.356 24.183 -0.389
H -19.238 22.693 0.493
```

Spin multiplicity: 2
Frontier orbital gap (alpha / beta), eV: 5.13 / 3.07
Charge: +2